No. 1
80
Properties=species:S:1:pos:R:3 method="wB97M-V/def2-TZVPD" total_charge=-1 e_tot_ha=-1665.28100 mol_weight_g_mol=450.4 orbital_gap_ev=4.57 max_force_ev_per_a=3.0 relative_energy_kj_mol=330.3
C 2.8877 -1.1053 2.2591
C 2.7347 -0.9037 0.6275
C 1.1314 -0.7961 0.2990
C 0.4306 0.6265 0.7242
N -0.6882 0.8875 -0.2938
B -1.9745 1.3231 0.3836
P -3.3607 -0.0203 0.3867
C -4.4284 0.2022 1.9780
C -2.6124 -1.7718 0.5242
C -3.3533 -2.8962 -0.4629
H 1.9223 -0.6292 2.7456
H 3.8839 -0.5704 2.5805
H 2.9797 -2.2394 2.5674
H 3.1128 -1.9038 0.0965
H 3.3821 -0.0278 0.1892
H 0.5549 -1.6503 0.8965
H 0.9132 -0.9681 -0.8448
H 1.1952 1.5273 0.7378
H -0.0716 0.4383 1.7901
H -0.3499 1.7498 -0.8182
H -2.4094 2.2408 -0.2518
H -1.7599 1.7780 1.4649
H -3.8880 0.8559 2.8031
H -5.4945 0.6161 1.6964
H -4.5922 -0.8944 2.4112
H -1.5004 -1.7050 0.1256
H -2.5402 -2.1422 1.6431
H -3.4556 -2.4931 -1.5580
H -2.5768 -3.8009 -0.5142
H -4.3458 -3.3155 0.0006
C 0.8533 2.6383 -4.2337
C 0.6377 3.6947 -3.1830
O 0.7027 3.4258 -1.9846
C 0.3397 5.0925 -3.6555
H 1.0589 1.6791 -3.7469
H -0.0461 2.5342 -4.8458
H 1.7100 2.9046 -4.8579
H -0.5825 5.0978 -4.2419
H 1.1735 5.4681 -4.2540
H 0.2074 5.7482 -2.7883
C 2.6210 5.3651 -0.6328
C 3.8995 5.9284 -1.1935
O 3.8872 6.8333 -2.0265
C 5.1933 5.3417 -0.6956
H 1.7679 5.8839 -1.0827
H 2.5482 4.3008 -0.8705
H 2.5915 5.5163 0.4492
H 5.2351 4.2765 -0.9362
H 5.2783 5.4920 0.3836
H 6.0327 5.8452 -1.1868
C 1.0964 -4.5872 5.1620
C 1.1061 -4.4080 3.6673
O 2.1128 -4.0188 3.0774
C -0.1634 -4.7237 2.9225
H 2.0795 -4.3223 5.5656
H 0.3461 -3.9308 5.6100
H 0.8861 -5.6306 5.4098
H -0.9698 -4.0734 3.2707
H -0.4298 -5.7732 3.0705
H -0.0093 -4.5487 1.8524
C -1.5790 -9.0649 5.7072
C -0.3005 -8.5016 5.1465
O -0.3128 -7.5967 4.3135
C 0.9933 -9.0883 5.6444
H -2.4321 -8.5461 5.2573
H -1.6518 -10.1292 5.4695
H -1.6085 -8.9137 6.7892
H 1.0351 -10.1535 5.4038
H 1.0783 -8.9380 6.7236
H 1.8327 -8.5848 5.1532
C -3.4234 5.2953 -7.0339
C -1.9914 5.7580 -6.9940
O -1.1811 5.2603 -6.2139
C -1.5894 6.8530 -7.9455
H -3.5691 4.5017 -6.2934
H -4.0895 6.1270 -6.7909
H -3.6576 4.8968 -8.0243
H -2.1737 7.7541 -7.7431
H -1.7419 6.5239 -8.9765
H -0.5282 7.0845 -7.8048


No. 2
11
Properties=species:S:1:pos:R:3 method="wB97M-V/def2-TZVPD" e_tot_ha=-173.18163 mol_weight_g_mol=57.1 orbital_gap_ev=8.70 max_force_ev_per_a=2.4 relative_energy_kj_mol=158.7
C -0.9572 1.1726 1.2967
C 0.0183 0.6675 0.4976
N 0.2024 -0.6400 0.1076
C 0.7423 -0.9456 -1.2104
H -1.4359 0.6891 2.1589
H -1.5891 2.0188 1.0513
H 0.5512 1.4587 -0.0163
H 0.0247 -1.3659 0.7752
H 0.2111 -0.3536 -1.9799
H 0.4485 -1.9914 -1.3134
H 1.7838 -0.7102 -1.3674


No. 3
8
Properties=species:S:1:pos:R:3 method="wB97M-V/def2-TZVPD" e_tot_ha=-701.17891 mol_weight_g_mol=106.1 orbital_gap_ev=10.65 max_force_ev_per_a=5.1 relative_energy_kj_mol=424.0
C 0.7434 -0.2332 -1.2360
C 0.0690 -0.4499 -0.1802
O -0.3649 -1.2611 0.8221
S -0.6670 0.4625 1.0781
O 0.1327 0.9259 2.2164
O -2.0391 0.7563 0.9096
H 1.0587 0.7303 -1.5288
H 1.0671 -0.9309 -2.0812


No. 4
8
Properties=species:S:1:pos:R:3 method="wB97M-V/def2-TZVPD" e_tot_ha=-563.32939 mol_weight_g_mol=189.9 orbital_gap_ev=10.62 max_force_ev_per_a=2.4 relative_energy_kj_mol=24.7
O -1.5038 1.7136 1.3734
C -0.7433 1.1037 0.6841
O -0.9741 -0.1022 0.1345
O 0.4886 1.6544 0.4338
H -1.8267 -0.2735 0.6047
H 0.9385 1.1012 -0.1796
I 2.0305 -1.9379 -1.1742
H 1.5903 -3.2593 -1.8768


No. 5
42
Properties=species:S:1:pos:R:3 method="wB97M-V/def2-TZVPD" e_tot_ha=-1586.81545 mol_weight_g_mol=636.6 orbital_gap_ev="6.00 / 4.62" max_force_ev_per_a=2.9
C 3.4761 3.9793 0.2764
C 4.6599 3.0807 -0.0939
H 3.1526 4.5818 -0.5794
H 3.7391 4.6676 1.0871
H 2.6171 3.3864 0.6093
H 4.3536 2.2843 -0.7810
H 5.4552 3.6539 -0.5829
H 5.0905 2.6059 0.7944
C -2.9209 0.7913 -1.5401
C -4.1312 0.7250 -2.2206
C -4.3822 -0.3738 -3.0409
C -3.4143 -1.3653 -3.1505
H -2.6599 1.6187 -0.8843
H -4.8575 1.5226 -2.1049
H -5.3163 -0.4592 -3.5874
H -3.5905 -2.2276 -3.7833
N -1.9833 -0.1645 -1.6433
C -2.2162 -1.2399 -2.4394
C -1.1342 -2.2356 -2.4914
N -0.0287 -1.9607 -1.7374
C 0.9941 -2.8370 -1.7461
C -0.1467 -4.3005 -3.2612
C 0.9764 -4.0093 -2.4877
H 1.8444 -2.5679 -1.1299
H 1.8311 -4.6763 -2.4540
C -1.2061 -3.4023 -3.2581
H -2.0907 -3.6052 -3.8505
H -0.1971 -5.2080 -3.8543
Sn -0.0820 -0.1967 -0.6608
I -0.2923 2.0312 0.6269
Te -0.2886 -1.7687 1.6341
C 0.0195 -0.3501 3.1736
C -1.0532 0.4086 3.6566
C -0.8526 1.3161 4.7013
C 0.4178 1.4591 5.2688
C 1.4882 0.6963 4.7907
C 1.2907 -0.2078 3.7427
H -2.0392 0.2916 3.2257
H -1.6817 1.9032 5.0750
H 0.5717 2.1558 6.0823
H 2.4698 0.8013 5.2353
H 2.1177 -0.8046 3.3817


No. 6
9
Properties=species:S:1:pos:R:3 method="wB97M-V/def2-TZVPD" total_charge=-1 e_tot_ha=-664.61134 mol_weight_g_mol=103.1 orbital_gap_ev="7.80 / 7.80" max_force_ev_per_a=5.6 relative_energy_kj_mol=588.2
C 1.9004 -1.1598 0.4740
C 0.8062 -0.7799 0.2076
C -1.3142 0.3560 -0.1623
O -3.6182 1.0057 0.2809
O -3.3331 -1.2751 -0.6294
S -2.9677 -0.3450 0.4478
H 2.9509 -1.3981 0.4235
H -1.1357 1.5040 -0.1414
H -1.3340 -0.0227 -1.2074